Formula: C3H8NO2
Source: the Open Molecules 2025 dataset
Level of theory: ωB97M-V/def2-TZVPD

Atoms and positions in Å:
C  0.862  -1.751  -1.179
C  -0.315  -1.747  -0.506
O  -0.489  -1.571  0.775
H  0.883  -1.828  -2.283
H  1.841  -1.692  -0.688
H  -1.202  -2.039  -1.100
H  -0.491  -0.509  0.912
N  -0.011  2.309  -0.641
C  0.474  1.432  0.445
O  -0.576  0.835  1.129
H  -1.022  2.205  -0.736
H  0.233  3.310  -0.518
H  1.131  0.670  -0.012
H  1.089  2.001  1.120

Properties
max |F|	2.302	eV Å⁻¹
HOMO-LUMO gap	8.007	eV
molar mass	90.1	g/mol
charge	-1
E_tot	-324.32074	Ha
spin multiplicity	1

Löwdin atomic charge list, values in e, 8 entries: atom 1 (C): -0.0533, atom 2 (C): -0.3931, atom 3 (O): -0.0913, atom 4 (H): 0.0254, atom 5 (H): 0.0378, atom 6 (H): 0.0907, atom 7 (H): -0.0062, atom 8 (N): -0.0359

=====

Formula: C24H35BCl2N7O2RhS4
Source: the Open Molecules 2025 dataset
Level of theory: ωB97M-V/def2-TZVPD

Atoms and positions in Å:
Rh  -0.844  1.146  0.261
C  3.099  3.546  -2.518
C  3.595  2.543  -1.506
C  3.123  2.913  -0.111
C  5.115  2.470  -1.601
N  3.040  1.123  -1.887
C  3.941  0.014  -1.919
C  3.148  -1.105  -1.818
N  1.806  -0.729  -1.679
B  0.723  -1.743  -1.439
N  0.796  -2.233  0.012
C  0.525  -3.579  0.242
C  0.568  -3.788  1.570
N  0.842  -2.527  2.156
C  0.985  -1.613  1.183
S  1.331  0.059  1.324
C  0.984  -2.273  3.665
C  2.248  -1.629  4.157
C  -0.163  -1.331  4.114
C  0.792  -3.668  4.427
N  -0.677  -1.276  -1.977
C  -0.787  -1.201  -3.324
C  -2.093  -0.935  -3.626
N  -2.753  -0.703  -2.431
C  -1.885  -0.978  -1.420
S  -2.110  -0.886  0.269
C  -4.196  -0.381  -2.286
C  -4.447  0.693  -1.286
C  -4.915  -1.779  -1.927
C  -4.694  0.086  -3.679
C  1.783  0.621  -1.783
S  0.379  1.674  -1.741
H  3.336  4.586  -2.216
H  2.040  3.452  -2.700
H  3.623  3.308  -3.447
H  3.370  3.958  0.175
H  3.578  2.277  0.680
H  2.007  2.846  0.047
H  5.491  3.494  -1.407
H  5.412  2.238  -2.632
H  5.541  1.751  -0.885
H  4.938  -0.010  -2.198
H  3.442  -2.164  -1.881
H  1.105  -2.707  -2.060
H  0.381  -4.145  -0.641
H  0.394  -4.681  2.140
H  2.600  -0.683  3.651
H  3.035  -2.404  4.139
H  2.055  -1.313  5.218
H  -0.244  -0.374  3.603
H  -0.034  -1.085  5.224
H  -1.155  -1.878  3.954
H  1.621  -4.343  4.226
H  -0.208  -4.072  4.207
H  0.803  -3.479  5.526
H  -0.027  -1.563  -3.989
H  -2.573  -0.951  -4.541
H  -4.095  0.420  -0.254
H  -5.582  0.702  -1.237
H  -4.019  1.617  -1.698
H  -4.708  -2.115  -0.886
H  -4.729  -2.529  -2.717
H  -6.009  -1.616  -1.848
H  -4.099  0.896  -4.052
H  -5.750  0.349  -3.605
H  -4.655  -0.758  -4.371
Cl  0.245  2.027  4.969
C  -1.184  2.693  4.135
Cl  -1.281  4.439  4.231
C  -1.199  2.101  2.758
O  -0.440  2.606  1.864
O  -1.892  1.074  2.616
H  -2.037  2.330  4.689
S  -3.439  5.002  -1.114
C  -2.690  3.576  -0.741
N  -2.228  2.594  -0.355

Properties
max |F|	4.253	eV Å⁻¹
HOMO-LUMO gap (spin up / spin down)	7.606 / 5.420	eV
molar mass	766.5	g/mol
charge	0
E_tot	-4117.92046	Ha
spin multiplicity	5
<S²>	6.022

Löwdin atomic charge list, values in e, 8 entries: atom 1 (Rh): 0.7538, atom 2 (C): -0.0556, atom 3 (C): -0.5320, atom 4 (C): -0.0614, atom 5 (C): -0.0570, atom 6 (N): 0.0351, atom 7 (C): -0.0156, atom 8 (C): -0.0197

=====

Formula: C46H94N6O28
Source: the Open Molecules 2025 dataset
Level of theory: ωB97M-V/def2-TZVPD

Atoms and positions in Å:
C  -0.153  3.972  2.517
O  0.048  4.424  3.877
H  -0.981  4.421  1.968
H  0.738  4.377  2.037
H  -0.200  2.884  2.552
H  -0.323  3.769  4.473
C  -1.009  0.777  0.365
O  -1.145  -0.586  -0.126
H  -1.499  1.458  -0.330
H  -1.268  0.830  1.423
H  0.030  1.095  0.272
H  -0.428  -1.124  0.217
C  2.444  5.074  -1.492
O  1.132  4.446  -1.403
H  2.629  5.276  -2.547
H  2.524  6.011  -0.942
H  3.273  4.413  -1.242
H  1.187  3.596  -1.845
C  -3.761  -2.917  1.493
O  -4.701  -3.911  1.671
H  -4.213  -2.053  1.005
H  -3.562  -2.524  2.490
H  -2.877  -3.323  1.001
H  -4.210  -4.621  2.092
C  3.622  2.896  1.857
C  3.775  4.290  2.560
C  5.113  4.669  3.044
O  5.497  5.829  2.288
C  4.588  6.148  1.427
O  4.682  7.110  0.691
O  3.613  5.265  1.480
H  3.910  2.047  2.477
H  4.120  2.883  0.887
H  2.570  2.708  1.645
H  3.015  4.482  3.317
H  5.820  3.864  2.843
H  4.872  5.012  4.050
C  -4.671  1.175  7.016
C  -3.307  0.593  6.616
C  -3.394  -0.127  5.262
O  -2.307  0.468  4.524
C  -1.779  1.496  5.205
O  -0.796  2.144  4.869
O  -2.460  1.679  6.383
H  -4.739  1.732  7.950
H  -5.302  0.304  7.193
H  -5.118  1.727  6.189
H  -2.910  -0.213  7.234
H  -4.376  0.023  4.813
H  -3.270  -1.202  5.393
C  4.556  -7.001  0.110
C  4.364  -6.328  -1.303
C  3.116  -6.814  -2.016
O  2.591  -5.637  -2.600
C  3.228  -4.562  -1.997
O  3.063  -3.396  -2.342
O  4.275  -4.955  -1.223
H  4.666  -8.084  0.062
H  3.716  -6.774  0.766
H  5.475  -6.512  0.434
H  5.269  -6.537  -1.875
H  2.446  -7.296  -1.305
H  3.373  -7.663  -2.649
C  -3.625  -5.830  -1.666
C  -2.791  -6.419  -0.569
C  -1.913  -7.656  -0.989
O  -0.588  -7.294  -0.643
C  -0.538  -6.022  -0.319
O  0.496  -5.440  -0.009
O  -1.794  -5.408  -0.364
H  -4.399  -6.466  -2.095
H  -2.987  -5.596  -2.518
H  -4.101  -4.885  -1.404
H  -3.421  -6.738  0.261
H  -1.853  -7.794  -2.069
H  -2.076  -8.601  -0.470
C  -3.737  -1.767  -1.934
C  -2.570  -1.741  -2.786
C  -1.675  -3.005  -2.752
O  -1.579  -3.363  -4.153
C  -2.287  -2.489  -4.958
O  -2.354  -2.445  -6.172
O  -2.997  -1.745  -4.128
H  -4.379  -0.931  -2.212
H  -3.490  -1.555  -0.894
H  -4.387  -2.639  -2.010
H  -2.016  -0.821  -2.600
H  -2.026  -3.754  -2.043
H  -0.738  -2.621  -2.350
C  -4.751  0.859  0.138
C  -4.521  2.240  0.754
C  -5.547  3.299  0.394
O  -5.532  4.094  1.587
C  -5.102  3.354  2.658
O  -5.253  3.647  3.846
O  -4.577  2.203  2.151
H  -4.657  0.988  -0.940
H  -5.718  0.429  0.397
H  -3.989  0.222  0.588
H  -3.561  2.595  0.378
H  -6.547  2.945  0.144
H  -5.190  3.976  -0.382
C  -3.917  2.388  -4.325
O  -4.524  2.298  -5.408
N  -2.661  1.976  -4.124
C  -1.853  1.362  -5.164
C  -1.974  2.003  -2.810
H  -4.339  2.878  -3.434
H  -1.347  2.147  -5.725
H  -2.434  0.887  -5.955
H  -1.101  0.667  -4.791
H  -1.697  0.961  -2.650
H  -1.077  2.604  -2.667
H  -2.651  2.263  -1.996
C  1.109  -4.988  3.120
O  1.636  -6.080  3.270
N  0.539  -4.187  4.067
C  -0.147  -2.948  3.614
C  0.576  -4.463  5.493
H  1.003  -4.485  2.146
H  0.036  -2.688  2.572
H  0.239  -2.102  4.183
H  -1.231  -3.057  3.651
H  0.942  -5.472  5.682
H  1.179  -3.695  5.977
H  -0.476  -4.303  5.729
C  6.779  2.827  -3.070
O  7.415  2.174  -2.258
N  5.498  2.624  -3.269
C  4.697  1.706  -2.492
C  4.838  3.207  -4.448
H  7.268  3.581  -3.705
H  5.214  1.180  -1.689
H  4.480  0.837  -3.113
H  3.829  2.218  -2.075
H  4.030  3.811  -4.035
H  5.526  3.767  -5.081
H  4.350  2.457  -5.071
C  -2.055  5.330  -1.372
O  -2.957  4.567  -1.055
N  -1.797  6.489  -0.744
C  -0.738  7.338  -1.239
C  -2.425  7.063  0.435
H  -1.324  5.148  -2.175
H  -0.412  6.989  -2.218
H  0.208  7.264  -0.702
H  -1.025  8.386  -1.322
H  -2.923  8.003  0.202
H  -3.197  6.316  0.624
H  -1.813  7.230  1.322
C  2.520  -2.461  1.099
O  1.493  -1.771  0.931
N  3.536  -2.191  1.901
C  3.603  -0.917  2.586
C  4.838  -2.904  1.744
H  2.740  -3.341  0.475
H  4.089  -0.972  3.560
H  2.647  -0.398  2.644
H  4.190  -0.188  2.028
H  5.082  -3.392  2.688
H  4.814  -3.701  1.001
H  5.677  -2.244  1.524
C  1.500  1.527  -4.213
O  1.557  2.467  -3.426
N  1.657  0.243  -3.813
C  1.834  -0.020  -2.398
C  1.576  -0.934  -4.724
H  1.184  1.646  -5.262
H  0.984  -0.580  -2.006
H  1.812  0.878  -1.781
H  2.762  -0.560  -2.208
H  1.724  -0.568  -5.740
H  2.411  -1.611  -4.541
H  0.660  -1.518  -4.640

Properties
max |F|	3.648	eV Å⁻¹
HOMO-LUMO gap	8.977	eV
molar mass	1179.3	g/mol
charge	0
E_tot	-4244.34935	Ha
spin multiplicity	1

Löwdin atomic charge list, values in e, 8 entries: atom 1 (C): -0.1237, atom 2 (O): -0.1420, atom 3 (H): 0.0670, atom 4 (H): 0.0613, atom 5 (H): 0.0614, atom 6 (H): 0.0066, atom 7 (C): -0.0980, atom 8 (O): -0.1373

=====

Formula: C30H32N4O4
Source: the Open Molecules 2025 dataset
Level of theory: ωB97M-V/def2-TZVPD

Atoms and positions in Å:
H  -1.638  2.784  1.231
N  -0.971  2.156  1.661
C  0.250  2.347  1.383
C  1.272  1.502  1.944
C  2.574  1.876  1.849
N  2.980  2.988  1.167
C  2.080  3.609  0.496
N  0.758  3.350  0.514
C  -0.119  3.883  -0.510
C  -0.502  2.761  -1.479
C  -1.378  3.260  -2.640
N  -2.051  2.232  -3.401
C  -1.177  1.216  -3.958
C  -1.984  0.389  -4.962
O  -3.101  -0.212  -4.352
C  -3.930  0.762  -3.758
C  -3.166  1.591  -2.723
O  3.590  1.188  2.408
C  3.276  0.077  3.154
C  4.363  -0.487  3.850
C  4.182  -1.596  4.619
C  2.911  -2.201  4.719
C  2.708  -3.358  5.499
C  1.477  -3.947  5.572
C  0.399  -3.404  4.859
C  0.562  -2.280  4.097
C  1.816  -1.638  4.010
C  2.014  -0.468  3.231
C  0.869  0.151  2.473
C  0.491  -0.639  1.233
C  1.468  -1.178  0.412
C  1.122  -1.760  -0.795
C  -0.198  -1.809  -1.227
O  -0.575  -2.311  -2.450
C  0.408  -2.851  -3.293
C  -1.200  -1.296  -0.382
O  -2.538  -1.252  -0.646
C  -3.120  -2.144  -1.577
C  -0.831  -0.722  0.830
H  2.406  4.424  -0.140
H  0.407  4.682  -1.037
H  -1.014  4.314  -0.048
H  0.414  2.312  -1.871
H  -1.039  1.985  -0.928
H  -2.151  3.928  -2.250
H  -0.760  3.834  -3.339
H  -0.344  1.702  -4.470
H  -0.782  0.539  -3.183
H  -1.382  -0.426  -5.366
H  -2.316  1.044  -5.782
H  -4.752  0.220  -3.290
H  -4.324  1.434  -4.536
H  -3.825  2.359  -2.316
H  -2.841  0.927  -1.907
H  5.325  -0.010  3.750
H  5.011  -2.030  5.158
H  3.550  -3.771  6.036
H  1.329  -4.833  6.172
H  -0.567  -3.883  4.915
H  -0.276  -1.886  3.545
H  -0.014  0.271  3.108
H  2.508  -1.142  0.700
H  1.906  -2.161  -1.417
H  -0.128  -3.192  -4.178
H  1.148  -2.098  -3.588
H  0.919  -3.701  -2.830
H  -2.924  -1.840  -2.608
H  -2.768  -3.166  -1.422
H  -4.191  -2.098  -1.381
H  -1.615  -0.306  1.442

Properties
max |F|	0.986	eV Å⁻¹
HOMO-LUMO gap	8.345	eV
molar mass	512.6	g/mol
structure (SMILES)	[H]/N=c1/c2c(ncn1CCCN1CCOCC1)Oc1ccc3ccccc3c1[C@@H]2c1ccc(OC)c(OC)c1
charge	0
E_tot	-1682.35189	Ha
spin multiplicity	1

Löwdin atomic charge list, values in e, 8 entries: atom 1 (H): 0.0534, atom 2 (N): 0.1716, atom 3 (C): -0.3249, atom 4 (C): -0.0330, atom 5 (C): -0.2535, atom 6 (N): 0.1616, atom 7 (C): -0.1379, atom 8 (N): 0.0013

=====

Formula: C25H57Br3O7
Source: the Open Molecules 2025 dataset
Level of theory: ωB97M-V/def2-TZVPD

Atoms and positions in Å:
C  0.884  -2.126  3.686
C  -0.137  -0.832  3.564
C  -0.508  -0.601  1.972
Br  -1.993  -1.942  1.576
C  -0.964  0.953  1.703
C  -2.370  1.353  2.516
O  -3.418  1.886  1.630
C  -4.086  0.831  0.853
O  0.069  1.955  2.100
C  1.362  1.650  1.501
C  2.384  2.923  1.320
Br  1.850  4.837  1.541
C  3.814  2.599  0.928
C  4.186  0.972  0.759
Br  5.248  3.959  0.606
H  1.559  -1.907  4.642
H  1.543  -2.292  2.709
H  0.271  -3.117  3.835
H  0.414  0.132  3.934
H  -1.152  -1.040  4.114
H  0.404  -0.966  1.327
H  -1.129  1.131  0.537
H  -2.795  0.449  3.148
H  -2.149  2.212  3.314
H  -5.088  1.165  0.329
H  -3.323  0.495  -0.001
H  -4.346  -0.139  1.489
H  1.176  1.102  0.454
H  1.890  0.818  2.182
H  3.362  0.481  0.040
H  4.045  0.397  1.801
H  5.267  0.794  0.363
C  -1.644  -5.653  1.858
C  -1.871  -6.554  3.061
C  -3.091  -7.441  2.867
O  -2.050  -5.752  4.225
H  -2.499  -4.987  1.700
H  -0.770  -5.012  2.017
H  -1.486  -6.241  0.948
H  -0.985  -7.178  3.227
H  -3.998  -6.838  2.746
H  -3.249  -8.075  3.746
H  -2.977  -8.082  1.988
H  -2.834  -5.195  4.088
C  -6.209  4.162  1.875
C  -5.681  5.586  1.955
C  -5.421  6.158  0.571
O  -4.471  5.599  2.707
H  -5.483  3.501  1.388
H  -6.381  3.758  2.879
H  -7.149  4.120  1.316
H  -6.403  6.217  2.484
H  -4.666  5.568  0.038
H  -5.029  7.179  0.644
H  -6.337  6.177  -0.028
H  -3.824  5.041  2.244
C  7.089  0.746  -2.659
C  5.841  -0.119  -2.734
C  5.868  -1.026  -3.954
O  4.690  0.719  -2.794
H  7.170  1.396  -3.537
H  7.050  1.402  -1.783
H  7.992  0.130  -2.596
H  5.758  -0.726  -1.826
H  5.905  -0.439  -4.879
H  4.958  -1.634  -4.002
H  6.735  -1.694  -3.930
H  4.755  1.261  -3.598
C  -0.619  5.036  -1.169
C  -1.396  4.274  -2.230
C  -2.711  4.964  -2.557
O  -1.659  2.952  -1.765
H  -1.188  5.096  -0.234
H  0.319  4.521  -0.935
H  -0.387  6.052  -1.503
H  -0.790  4.187  -3.139
H  -3.354  5.021  -1.672
H  -3.265  4.397  -3.314
H  -2.542  5.978  -2.933
H  -2.197  3.020  -0.959
C  3.814  -5.643  -4.779
C  3.144  -4.688  -3.804
C  1.673  -5.026  -3.619
O  3.264  -3.354  -4.293
H  3.347  -5.585  -5.769
H  4.869  -5.380  -4.912
H  3.753  -6.677  -4.424
H  3.656  -4.730  -2.837
H  1.130  -4.946  -4.568
H  1.201  -4.323  -2.925
H  1.548  -6.041  -3.230
H  2.812  -3.308  -5.152

Properties
max |F|	4.862	eV Å⁻¹
HOMO-LUMO gap	8.986	eV
molar mass	709.4	g/mol
structure (SMILES)	CC[C@@H](Br)[C@@H](COC)OC/C(Br)=C(\C)Br.CC(C)O.CC(C)O.CC(C)O.CC(C)O.CC(C)O
charge	0
E_tot	-9235.19625	Ha
spin multiplicity	1

Löwdin atomic charge list, values in e, 8 entries: atom 1 (C): -0.1332, atom 2 (C): -0.2740, atom 3 (C): -0.5675, atom 4 (Br): 0.6709, atom 5 (C): -0.2626, atom 6 (C): -0.1349, atom 7 (O): -0.2735, atom 8 (C): -0.1443

=====

Formula: C5H12OSi
Source: the Open Molecules 2025 dataset
Level of theory: ωB97M-V/def2-TZVPD

Atoms and positions in Å:
C  -0.967  1.527  0.548
Si  -0.280  -0.011  -0.341
C  -1.680  -1.228  -0.776
C  0.706  0.473  -1.902
C  0.921  -0.911  0.839
C  1.689  -0.186  1.854
O  0.550  -0.904  2.203
H  -1.860  1.902  0.057
H  -1.231  1.288  1.574
H  -0.243  2.338  0.573
H  -2.423  -0.761  -1.416
H  -1.298  -2.100  -1.300
H  -2.187  -1.579  0.118
H  0.065  0.961  -2.628
H  1.519  1.155  -1.671
H  1.138  -0.399  -2.383
H  1.347  -1.864  0.525
H  2.630  -0.594  2.209
H  1.604  0.893  1.918

Properties
max |F|	1.507	eV Å⁻¹
HOMO-LUMO gap	10.684	eV
molar mass	116.2	g/mol
structure (SMILES)	C[Si](C)(C)[C@H]1CO1
charge	0
E_tot	-562.42133	Ha
spin multiplicity	1

Löwdin atomic charge list, values in e, 8 entries: atom 1 (C): -0.1705, atom 2 (Si): 0.6023, atom 3 (C): -0.1762, atom 4 (C): -0.1787, atom 5 (C): -0.3392, atom 6 (C): -0.1885, atom 7 (O): -0.0875, atom 8 (H): 0.0242

=====

Formula: CH2N4O2
Source: the Open Molecules 2025 dataset
Level of theory: ωB97M-V/def2-TZVPD

Atoms and positions in Å:
H  -0.496  2.060  -1.244
N  0.307  1.675  -0.777
C  0.246  0.740  0.040
N  1.243  0.495  1.045
N  1.076  -0.672  1.528
O  0.055  -1.186  1.147
N  -0.712  -0.320  0.280
O  -0.512  -1.128  -0.924
H  -1.205  -1.664  -1.094

Properties
max |F|	7.268	eV Å⁻¹
HOMO-LUMO gap	9.836	eV
molar mass	102.1	g/mol
structure (SMILES)	[H]/N=c1/nnon1O
charge	0
E_tot	-408.58270	Ha
spin multiplicity	1

Löwdin atomic charge list, values in e, 8 entries: atom 1 (H): 0.0672, atom 2 (N): 0.1993, atom 3 (C): -0.4451, atom 4 (N): 0.1001, atom 5 (N): -0.0049, atom 6 (O): -0.0392, atom 7 (N): 0.0420, atom 8 (O): 0.0422